Entry 1:
{
  "formula": "C6H13NO5",
  "method": "ωB97M-V/def2-TZVPD",
  "elements": ["N", "O", "O", "O", "C", "C", "C", "C", "C", "C", "O", "O", "H", "H", "H", "H", "H", "H", "H", "H", "H", "H", "H", "H", "H"],
  "coordinates": [[2.6532, -3.9575, -3.8623], [2.3296, -5.1371, -3.6822], [1.7860, -3.1110, -4.1086], [3.8428, -3.6313, -3.8124], [-1.0078, 2.8558, 2.0669], [-0.8761, 1.3607, 1.8416], [-0.4617, 0.9900, 0.4074], [0.8927, 1.5624, 0.0165], [-0.4176, -0.5319, 0.1963], [-1.7475, -1.2337, 0.3950], [0.1130, -0.8177, -1.1035], [1.4065, -1.1947, -0.9974], [-1.3697, 3.0887, 3.0689], [-0.0489, 3.3600, 1.9533], [-1.7029, 3.3086, 1.3584], [-0.1454, 0.9293, 2.5358], [-1.8281, 0.8718, 2.0814], [-1.2218, 1.3842, -0.2856], [1.6665, 1.1980, 0.6922], [1.1615, 1.2359, -0.9899], [0.9023, 2.6517, 0.0290], [0.3393, -0.9502, 0.8794], [-2.0954, -1.1425, 1.4228], [-2.5028, -0.7935, -0.2565], [-1.6677, -2.2960, 0.1536]],
  "forces_ev_per_a": [[0.05, -0.02, -0.12], [0.20, 1.00, -0.11], [0.76, -0.75, 0.24], [-1.02, -0.21, -0.01], [0.11, 0.21, 0.05], [-0.11, -0.51, -0.12], [-0.15, -0.01, -0.38], [0.08, 0.17, -0.15], [0.20, 0.07, 1.62], [-0.02, -0.10, -0.51], [1.57, -0.81, -0.28], [-1.68, 0.39, -0.41], [-0.02, -0.11, 0.02], [0.02, 0.03, -0.02], [-0.03, -0.04, -0.06], [0.04, 0.09, -0.01], [0.08, 0.14, -0.06], [0.05, 0.01, 0.10], [0.09, 0.02, 0.09], [0.03, 0.22, 0.13], [-0.03, -0.02, 0.04], [-0.30, 0.12, -0.05], [0.14, 0.02, -0.03], [-0.10, -0.01, -0.03], [0.03, 0.09, 0.04]],
  "lowdin_charge": [-0.57, 0.19, 0.19, 0.19, -0.11, -0.23, -0.34, -0.06, -0.37, -0.02, -0.11, 0.00, 0.07, 0.07, 0.08, 0.12, 0.10, 0.15, 0.09, 0.07, 0.08, 0.15, 0.08, 0.09, 0.09],
  "homo_lumo_gap_ev": [6.1, 9.6],
  "homo_ha": [-0.3828, -0.3785],
  "e_lumo_ev": [-4.300, -0.744]
}



Entry 2:
{
  "formula": "C6H13NOS",
  "method": "ωB97M-V/def2-TZVPD",
  "elements": ["C", "C", "C", "C", "C", "C", "N", "O", "S", "H", "H", "H", "H", "H", "H", "H", "H", "H", "H", "H", "H", "H"],
  "coordinates": [[1.0669, 3.0640, -1.6994], [0.3482, 2.4522, -2.4595], [-0.2460, -1.3967, 2.1385], [0.7824, 0.4699, 0.4164], [-1.7069, 0.1239, 0.7264], [-0.3728, -0.5749, 0.7847], [1.3692, -1.8547, -0.7720], [-0.6335, -0.6767, -1.8990], [-0.1782, -1.8116, -0.5689], [2.0158, 3.4495, -1.5201], [0.2536, -0.3627, -2.1220], [-0.5848, 1.8520, -2.6347], [0.5566, -1.9902, 2.0326], [-0.2605, -0.8520, 3.1432], [-1.1014, -2.0727, 2.3142], [1.0015, 1.0890, 1.2805], [0.4137, 1.1953, -0.3103], [1.7666, -0.1084, 0.1217], [-1.6363, 1.1568, 1.1801], [-1.9931, 0.2423, -0.2935], [-2.4727, -0.6235, 1.0770], [1.6118, -2.7708, -0.9358]],
  "forces_ev_per_a": [[3.32, 3.88, 7.07], [-5.61, -5.55, -7.65], [-2.86, 2.28, 0.43], [0.84, -1.49, 1.15], [-0.71, -0.55, 0.21], [1.28, 1.20, 0.62], [-1.08, 1.42, 0.94], [-0.04, -1.53, 1.55], [-0.02, 1.68, -1.73], [1.45, 0.73, -0.42], [0.20, 0.01, -0.12], [0.84, 1.05, 0.85], [3.22, -2.04, 0.22], [0.53, 0.00, -1.74], [0.03, 0.20, -0.72], [0.03, -0.09, 0.45], [0.12, -0.52, -0.28], [-2.13, 1.54, 0.41], [-0.51, -1.45, 0.01], [-0.04, 0.55, -0.90], [0.36, 1.34, 0.48], [0.76, -2.68, -0.82]],
  "lowdin_charge": [-0.01, -0.01, -0.08, -0.10, -0.11, -0.68, -0.32, -0.36, 1.01, 0.01, 0.01, 0.05, 0.01, 0.11, 0.08, 0.07, 0.02, 0.09, 0.12, 0.04, 0.10, -0.05],
  "homo_lumo_gap_ev": [6.9, 6.7],
  "homo_ha": [-0.2283, -0.3490],
  "multiplicity": 3,
  "e_lumo_ev": [0.725, -2.841]
}



Entry 3:
{
  "formula": "C6H13NS",
  "method": "ωB97M-V/def2-TZVPD",
  "elements": ["C", "C", "S", "C", "C", "C", "N", "C", "H", "H", "H", "H", "H", "H", "H", "H", "H", "H", "H", "H", "H"],
  "coordinates": [[-0.1314, 1.5005, 1.2720], [0.8153, 0.7296, 0.3984], [2.2421, 0.2841, 1.5043], [0.2851, -0.4980, -0.3566], [1.2895, -0.9358, -1.3984], [-0.5115, -1.4864, 0.3247], [-1.0564, -0.6666, -0.7940], [-2.1859, 0.1880, -0.5348], [0.4351, 2.2358, 1.8231], [-0.9535, 2.0087, 0.6949], [-0.5657, 0.8891, 2.0776], [1.2237, 1.4803, -0.3439], [3.1199, -0.0561, 0.4995], [0.8768, -1.7119, -2.0381], [1.6139, -0.1134, -2.1075], [2.1910, -1.3928, -0.9736], [-0.3948, -2.5441, 0.1617], [-0.8714, -1.2387, 1.3301], [-3.0936, -0.2586, -0.9642], [-2.3646, 0.4591, 0.5405], [-1.9635, 1.1270, -1.1158]],
  "forces_ev_per_a": [[-1.23, 0.36, 0.44], [0.71, 0.65, -0.75], [0.27, -0.22, -1.05], [2.15, 1.68, -0.35], [0.75, 0.01, -1.12], [-1.22, -0.31, 0.37], [-0.78, -1.44, 0.55], [0.16, 1.53, -0.19], [0.15, 0.55, -0.06], [0.98, -0.52, 0.68], [-0.14, -0.04, -0.41], [-0.36, -0.97, 0.60], [-0.56, 0.22, 0.75], [-0.32, -0.04, 0.03], [-0.43, -0.64, 0.97], [-0.11, 0.30, 0.14], [0.12, -0.20, -0.21], [0.08, 0.02, -0.33], [0.30, 0.03, 0.22], [0.07, -0.33, -0.90], [-0.61, -0.61, 0.62]],
  "lowdin_charge": [-0.18, -0.62, 0.75, -0.58, -0.05, -0.06, -0.07, -0.12, 0.06, 0.08, 0.08, 0.12, -0.13, 0.08, 0.10, 0.06, 0.11, 0.11, 0.08, 0.08, 0.10],
  "smiles": "C[C@@H](S)[C@@]1(C)CN1C",
  "homo_lumo_gap_ev": 9.6,
  "homo_ha": -0.3224,
  "e_lumo_ev": 0.839
}



Entry 4:
{
  "formula": "C6H13O2",
  "method": "ωB97M-V/def2-TZVPD",
  "elements": ["C", "O", "C", "C", "C", "C", "C", "H", "H", "H", "H", "H", "H", "H", "H", "H", "H", "H", "H", "H", "O"],
  "coordinates": [[1.5128, -1.4157, 2.0213], [1.7784, -2.5455, 2.7277], [0.0354, -1.0065, 1.9037], [0.0149, 0.2864, 1.1243], [0.1959, 0.2095, -0.3661], [-0.8892, -0.0054, -1.2146], [-0.7745, 0.0978, -2.7366], [1.9408, -0.4871, 2.3999], [1.9097, -1.4085, 0.9890], [-0.4254, -1.0090, 2.9048], [-0.4868, -1.7439, 1.2923], [0.7415, 0.9885, 1.4957], [-0.9466, 0.7907, 1.2990], [1.1632, 0.0728, -0.8403], [-1.7771, -0.6202, -0.8907], [-1.6569, 0.4228, -3.2999], [0.0906, 0.7895, -2.8599], [-0.4419, -0.8474, -3.1644], [-1.1225, 3.3266, -0.8050], [-0.5242, 1.2553, -0.8862], [-0.3380, 2.8490, -1.0941]],
  "forces_ev_per_a": [[-0.11, -1.59, 1.18], [-0.28, 0.93, -0.64], [0.55, -1.04, -0.62], [-1.34, 1.08, -0.04], [-1.46, -2.47, -0.19], [0.21, -2.27, -0.65], [1.81, 0.23, 0.57], [0.75, 0.64, 0.77], [0.13, -0.24, -0.85], [0.11, 0.45, -0.38], [-0.22, -0.35, 0.16], [0.53, 0.20, 0.23], [0.10, 0.00, -0.26], [0.22, 1.28, 0.11], [0.44, 1.87, 0.53], [0.19, 0.18, 0.60], [-0.89, -0.15, -0.54], [-0.16, -0.32, 0.06], [0.04, -0.05, 0.10], [-0.41, 3.38, -0.17], [-0.22, -1.77, 0.02]],
  "lowdin_charge": [-0.56, -0.37, -0.21, -0.22, -0.10, -0.16, -0.09, 0.07, 0.08, 0.11, 0.10, 0.11, 0.12, 0.15, 0.15, 0.08, 0.09, 0.07, -0.10, 0.14, -0.44],
  "homo_lumo_gap_ev": 5.6,
  "homo_ha": -0.0993,
  "total_charge": -1,
  "e_lumo_ev": 2.876
}



Entry 5:
{
  "formula": "C6H13O2",
  "method": "ωB97M-V/def2-TZVPD",
  "elements": ["C", "O", "C", "C", "C", "C", "C", "H", "H", "H", "H", "H", "H", "H", "H", "H", "H", "H", "H", "H", "O"],
  "coordinates": [[-2.9251, -0.7731, -1.1609], [-4.2214, -0.5929, -1.2719], [-2.1047, 0.3898, -0.3624], [-1.1128, -0.1529, 0.6769], [0.2059, 0.5470, 0.6724], [1.1122, 0.4130, -0.2986], [2.2967, 1.3289, -0.4715], [-2.4739, -0.6929, -2.2192], [-2.5681, -1.7398, -0.6707], [-1.6671, 0.9469, -1.1891], [-2.8688, 1.0293, 0.0880], [-1.5921, -0.1665, 1.6604], [-0.9796, -1.2314, 0.5097], [0.3841, 1.2610, 1.4793], [0.7679, -0.2325, -1.1029], [3.1699, 1.0465, 0.1121], [2.0010, 2.3431, -0.1749], [2.4858, 1.4707, -1.5372], [3.6512, -1.0213, 1.7131], [2.7555, -2.1759, 1.8059], [3.6834, -1.9968, 1.7414]],
  "forces_ev_per_a": [[0.46, 0.70, -0.64], [-0.61, -0.04, 0.59], [-0.98, -0.62, -0.48], [-0.31, -0.49, -0.07], [0.38, 0.09, 0.27], [-0.92, 0.33, 0.37], [-0.81, 0.52, -0.24], [0.44, -0.64, 0.65], [-0.18, 0.17, -0.31], [0.56, 0.27, 0.38], [0.04, -0.10, 0.07], [0.15, 0.43, 0.07], [0.21, 0.10, -0.43], [0.08, 0.07, -0.10], [0.56, -0.14, -0.18], [0.28, -0.09, -0.32], [0.12, -0.17, 0.36], [0.58, -0.41, 0.06], [0.35, -0.56, -0.07], [-0.93, -0.56, -0.02], [0.52, 1.15, 0.04]],
  "lowdin_charge": [-0.58, -0.36, -0.20, -0.25, -0.15, -0.19, -0.12, 0.07, 0.07, 0.08, 0.08, 0.10, 0.09, 0.10, 0.11, 0.05, 0.07, 0.06, 0.03, 0.02, -0.06],
  "homo_lumo_gap_ev": 5.3,
  "homo_ha": -0.0822,
  "total_charge": -1,
  "e_lumo_ev": 3.104
}



Energy: -667.02631, -764.23025, -689.29144, -386.72445, -386.82706 (a.u.)
Relative energy (zero: lowest compared OMol25 entry of this formula, charge and spin): 9.263, 4.962, 1.701, 6.396, 3.604 (eV)